185
Properties=species:S:1:pos:R:3:forces:R:3:mulliken_charge:R:1 method="wB97M-V/def2-TZVPD" e_tot_ha=-5606.421783 total_charge=0 largest_force_ev_per_a=3.16 homo_lumo_gap_ev=8.9 homo_ev=-8.5 lumo_ev=0.4
C -0.932 -1.156 -6.624 -1.647 0.211 -0.005 0.13
Cl -2.416 -1.149 -7.668 0.101 -0.052 0.152 -0.16
Cl -1.479 -1.007 -4.938 0.085 0.152 0.089 0.04
Cl -0.198 -2.713 -6.770 0.823 -0.123 -0.295 -0.03
Cl -0.021 0.258 -7.100 0.593 -0.322 0.064 -0.04
C 4.174 -2.187 -3.584 -0.764 0.322 -0.574 -0.11
O 4.829 -2.453 -2.604 0.654 -0.365 0.884 -0.39
N 3.122 -1.360 -3.617 -0.387 0.064 1.363 0.64
C 2.459 -0.984 -4.820 0.814 0.835 0.054 -0.68
C 2.582 -0.781 -2.398 -0.201 0.307 -0.806 0.49
H 4.353 -2.614 -4.570 0.345 -0.233 -0.350 0.22
H 2.948 -1.546 -5.607 -0.389 0.154 -0.549 0.37
H 2.578 0.109 -4.905 -0.009 -0.452 -0.588 0.18
H 1.401 -1.149 -4.738 -0.527 -0.424 -0.162 0.04
H 1.504 -1.005 -2.298 0.539 -0.377 0.073 -0.19
H 3.191 -1.098 -1.580 0.070 -0.312 0.702 -0.15
H 2.617 0.306 -2.441 0.224 0.138 -0.088 -0.72
C 7.078 -1.531 -0.304 -0.030 -1.214 0.079 0.10
O 7.611 -0.462 -0.078 -0.255 -0.137 -0.084 -0.58
N 6.598 -2.389 0.659 -1.234 0.404 0.195 0.13
C 5.745 -3.537 0.391 1.074 -1.086 -0.654 -0.76
C 6.395 -1.899 2.012 1.822 1.230 0.027 -0.97
H 6.990 -2.001 -1.306 0.019 0.386 0.161 0.40
H 4.740 -3.374 0.796 0.055 -0.067 -0.369 0.14
H 6.208 -4.417 0.883 -0.431 0.383 0.199 0.37
H 5.758 -3.853 -0.670 -0.361 0.747 0.362 0.27
H 5.488 -1.281 2.174 0.090 -0.736 -0.206 0.26
H 6.542 -2.705 2.740 -0.435 0.156 -0.201 0.31
H 7.244 -1.203 2.137 -0.402 -0.126 0.408 0.40
C 4.358 2.133 -0.433 -0.778 0.143 -0.902 -0.22
O 3.423 2.719 -0.994 0.175 -0.636 -0.314 -0.38
N 5.106 2.713 0.478 0.105 0.824 1.368 0.23
C 6.076 1.965 1.250 -0.568 -0.759 -0.545 -0.52
C 4.748 4.069 0.925 0.898 -1.126 -0.945 -1.04
H 4.693 1.114 -0.673 -0.315 -0.015 -0.097 0.42
H 5.892 2.113 2.309 -0.143 -0.211 0.213 0.35
H 7.069 2.311 1.030 0.605 0.024 -0.118 0.34
H 5.975 0.897 0.948 0.357 0.837 0.523 -0.18
H 4.178 4.476 0.110 -0.162 0.584 -0.104 0.14
H 4.168 4.053 1.818 -0.547 -0.078 0.784 0.36
H 5.682 4.580 1.098 0.175 0.504 0.040 0.44
C 1.212 -3.870 -2.978 0.209 -1.595 -0.727 -0.17
O 1.556 -4.288 -4.079 -0.774 0.951 -0.182 -0.75
N 1.849 -4.289 -1.887 1.013 -0.120 1.926 1.41
C 1.608 -3.729 -0.591 -0.379 0.301 0.231 -0.78
C 2.956 -5.228 -1.888 0.836 -0.598 -2.409 -1.17
H 0.284 -3.298 -2.725 0.492 0.157 -0.475 0.45
H 1.904 -4.518 0.112 -0.651 0.443 0.299 0.47
H 0.556 -3.430 -0.552 0.061 -0.174 0.551 0.00
H 2.209 -2.838 -0.379 0.128 -0.057 -0.063 -0.27
H 3.943 -4.740 -2.064 -0.713 -0.142 0.094 0.05
H 3.057 -5.886 -1.029 -0.533 0.516 0.454 0.34
H 2.767 -5.937 -2.720 0.340 0.462 0.269 0.39
C -1.774 -0.236 5.508 -0.437 -1.231 -1.089 0.27
O -2.013 -1.348 5.024 0.235 0.562 0.110 -0.68
N -1.604 -0.044 6.813 0.284 1.268 0.974 0.20
C -1.611 1.315 7.375 0.399 -0.192 -1.501 -0.77
C -1.899 -1.083 7.758 -0.056 0.015 1.143 -0.97
H -1.717 0.674 4.903 0.118 0.037 -0.028 0.27
H -0.830 1.414 8.099 0.411 0.083 0.539 0.34
H -2.561 1.513 7.792 -1.087 0.158 0.885 0.36
H -1.499 2.093 6.606 0.226 -0.574 -0.026 0.07
H -1.445 -0.843 8.738 0.054 -0.033 -0.542 0.35
H -2.972 -1.135 7.966 -0.111 -0.160 -0.220 0.34
H -1.541 -2.052 7.444 0.021 -0.125 -0.276 0.23
C 0.119 -3.472 3.960 1.664 1.110 -1.393 0.19
O -0.053 -3.478 2.740 -0.126 -0.303 1.098 -0.51
N 1.300 -3.043 4.529 -1.145 0.065 0.398 0.25
C 1.412 -2.903 5.949 -0.606 -1.698 0.701 -0.96
C 2.409 -2.475 3.827 -0.066 -0.940 -0.432 -0.70
H -0.625 -3.762 4.698 -0.231 -0.178 0.097 0.22
H 0.571 -3.497 6.352 0.400 0.491 0.361 0.26
H 1.385 -1.894 6.332 -0.172 0.520 -0.138 0.32
H 2.344 -3.369 6.308 -0.206 0.096 -0.114 0.35
H 2.258 -2.673 2.778 0.269 0.095 -0.395 -0.24
H 2.514 -1.430 4.031 -0.077 0.833 -0.043 0.43
H 3.306 -2.966 4.198 0.283 -0.081 -0.226 0.46
C 1.383 -0.350 0.986 2.312 1.094 -1.072 -0.36
O 2.470 0.274 0.809 -2.147 -1.376 0.794 -0.26
N 0.308 -0.221 0.203 0.396 0.559 -0.169 2.16
C -0.820 -1.080 0.345 -0.393 0.046 1.942 0.73
C 0.246 0.751 -0.872 -0.742 -0.094 -0.699 0.08
H 1.252 -1.124 1.755 0.042 0.139 0.037 -0.18
H -1.033 -1.584 -0.571 -0.369 -0.344 -0.642 -0.20
H -1.659 -0.466 0.694 -0.288 -0.259 -0.367 -0.58
H -0.634 -1.803 1.159 -0.041 0.116 -0.454 -0.42
H 1.249 1.095 -1.042 0.287 0.656 0.015 -0.02
H -0.091 0.261 -1.800 0.168 -0.165 0.204 0.43
H -0.510 1.553 -0.726 0.756 -0.395 0.469 -0.95
C 1.442 5.481 1.908 0.810 -1.501 -0.380 -0.03
O 1.705 5.326 3.094 -0.417 0.592 -0.166 -0.62
N 1.122 4.435 1.072 0.649 2.324 1.364 1.00
C 0.886 4.737 -0.290 0.088 -1.143 -1.322 -1.08
C 0.954 3.090 1.543 -0.089 -0.347 0.084 0.77
H 1.593 6.459 1.359 -0.393 -0.724 0.482 0.27
H 1.406 3.992 -0.928 -0.086 0.444 0.271 0.15
H 1.231 5.729 -0.550 0.057 0.215 0.003 0.51
H -0.164 4.642 -0.495 -0.734 0.129 -0.356 0.24
H -0.032 2.727 1.280 -0.414 0.043 0.077 -0.71
H 1.647 2.412 1.044 0.343 0.123 0.186 -0.59
H 1.073 3.080 2.626 0.151 -0.076 -0.124 0.40
C 1.803 2.513 -3.997 -1.100 -1.058 0.554 0.18
O 0.921 1.752 -4.434 1.015 0.831 0.241 -0.32
N 2.187 3.662 -4.537 -0.275 0.698 0.169 0.20
C 3.075 4.593 -3.856 -0.024 -0.809 0.351 -0.61
C 1.530 4.129 -5.717 -0.175 -0.381 -0.635 -0.87
H 2.322 2.315 -3.060 0.177 -0.160 0.286 0.08
H 2.690 5.596 -3.921 -0.391 0.414 0.015 0.34
H 4.006 4.577 -4.387 0.847 0.144 0.028 0.32
H 3.199 4.323 -2.793 0.079 -0.060 -0.533 0.00
H 2.154 3.982 -6.593 0.402 0.530 -0.200 0.29
H 0.707 3.454 -5.915 -0.525 0.166 0.188 0.16
H 1.211 5.165 -5.588 -0.030 -0.099 -0.231 0.35
C -5.520 -1.515 1.584 0.268 -0.709 1.537 -0.10
O -4.968 -0.767 0.816 0.054 1.116 -1.223 -0.33
N -5.041 -2.710 1.938 1.021 0.207 -1.680 0.28
C -3.825 -3.212 1.269 -0.649 0.731 1.084 -0.13
C -5.617 -3.538 2.936 0.730 0.955 0.750 -0.84
H -6.385 -1.261 2.208 -0.475 0.340 -0.213 0.28
H -3.113 -3.387 2.087 0.128 -0.528 -0.557 0.29
H -3.426 -2.459 0.605 -0.034 0.153 -0.076 -0.53
H -4.147 -4.056 0.687 0.480 -0.777 -0.131 0.28
H -6.312 -2.877 3.455 -0.689 -0.749 0.017 0.29
H -5.971 -4.465 2.503 -0.498 -0.175 0.302 0.28
H -4.821 -3.709 3.668 -0.153 -0.514 0.081 0.29
C 1.396 -7.902 -0.573 1.243 -1.454 0.149 0.17
O 1.908 -8.255 -1.626 -0.124 0.207 0.406 -0.59
N 0.292 -7.190 -0.447 -0.693 1.030 1.636 0.30
C -0.253 -6.815 0.870 -0.064 0.516 -0.323 -0.77
C -0.436 -6.743 -1.580 -1.132 -0.506 -0.215 -1.08
H 1.805 -8.224 0.423 -0.062 0.244 -0.503 0.24
H -0.208 -5.712 1.004 -0.162 -0.586 -0.110 0.23
H 0.356 -7.252 1.649 0.186 -0.177 0.136 0.25
H -1.303 -7.152 1.034 0.652 0.130 -0.433 0.28
H -0.678 -5.699 -1.532 0.162 0.727 0.070 0.25
H 0.077 -6.982 -2.494 0.211 -0.074 -0.252 0.32
H -1.391 -7.267 -1.523 -0.286 -0.060 -0.516 0.40
C -2.026 4.381 -3.021 0.381 -1.897 -0.953 0.50
O -2.480 5.448 -2.699 0.186 0.921 0.640 -0.70
N -2.551 3.590 -3.993 0.002 0.839 0.267 0.32
C -2.064 2.249 -4.309 -1.331 0.123 -0.326 -0.25
C -3.602 4.198 -4.780 -0.004 -1.440 -0.722 -1.18
H -1.135 3.854 -2.645 0.194 0.457 0.769 0.16
H -1.514 1.778 -3.506 0.005 0.174 0.443 -0.48
H -1.395 2.248 -5.153 0.149 0.000 -0.482 0.31
H -2.962 1.633 -4.545 0.679 0.220 0.145 0.33
H -3.375 4.132 -5.847 0.059 0.077 0.015 0.35
H -4.527 3.676 -4.615 -0.641 -0.467 -0.031 0.32
H -3.789 5.200 -4.491 0.269 0.961 0.296 0.37
C -3.343 -1.028 -2.077 -0.353 1.626 1.026 0.83
O -2.731 -2.055 -2.076 0.771 -1.823 -0.509 -0.93
N -4.402 -0.694 -2.819 -0.164 -2.815 -1.432 0.34
C -5.170 0.442 -2.654 -0.847 2.362 0.825 -0.86
C -5.031 -1.702 -3.701 1.310 -0.672 -0.187 -0.99
H -3.066 -0.235 -1.376 0.015 0.502 0.137 0.10
H -6.200 0.179 -2.578 -1.034 -0.336 -0.260 0.46
H -5.037 0.958 -1.707 0.738 0.040 0.175 -0.10
H -5.069 1.164 -3.461 0.066 0.156 -0.235 0.35
H -4.979 -1.394 -4.766 -0.241 -0.004 0.608 0.28
H -4.465 -2.649 -3.614 -0.115 0.599 -0.048 0.26
H -6.048 -1.939 -3.387 -0.086 0.395 -0.041 0.38
C -3.162 2.104 0.686 1.497 0.655 -0.248 -0.54
O -2.076 2.586 0.330 -1.015 -0.396 -0.090 -1.17
N -4.332 2.734 0.434 0.450 -0.125 -0.605 1.12
C -5.545 2.377 1.075 -0.172 -1.573 1.750 -1.13
C -4.334 3.767 -0.575 0.530 0.724 -0.057 -1.16
H -3.129 1.120 1.190 -0.843 0.435 0.206 0.34
H -6.326 1.945 0.447 0.074 0.278 -0.416 0.33
H -5.979 3.183 1.706 0.369 -0.310 -0.443 0.32
H -5.224 1.527 1.723 -0.730 0.640 -0.071 0.23
H -3.502 4.479 -0.415 -0.596 -0.229 -0.070 0.29
H -4.196 3.358 -1.576 0.110 -0.194 -0.094 0.01
H -5.301 4.260 -0.575 0.030 0.211 0.181 0.56
C -1.898 3.751 4.198 -1.491 0.822 -1.312 0.32
O -2.477 2.690 4.309 0.448 -1.139 0.734 -0.71
N -2.505 4.800 3.621 0.125 1.273 0.071 0.16
C -1.831 6.046 3.420 -0.291 1.555 0.017 -0.92
C -3.895 4.802 3.183 0.904 -1.553 1.467 -0.91
H -0.886 4.030 4.441 0.875 -0.455 0.528 0.31
H -0.826 6.104 3.812 0.580 -0.729 -0.300 0.31
H -2.284 6.900 4.003 -0.268 -0.794 -0.814 0.32
H -1.869 6.243 2.330 0.315 0.404 0.587 0.29
H -4.423 5.584 3.741 -0.191 -0.271 -0.423 0.39
H -3.960 4.850 2.119 -0.091 0.581 -0.793 0.21
H -4.177 3.777 3.449 -0.800 0.363 0.095 0.23

=====

10
Properties=species:S:1:pos:R:3:forces:R:3:nbo_charge:R:1 method="wB97M-V/def2-TZVPD" e_tot_ha=-1994.271278 total_charge=0 largest_force_ev_per_a=4.47 de_lowest_kcal_mol=38.7 homo_lumo_gap_ev=9.0 smiles="C=C1C(Cl)(Cl)C1(Cl)Cl" homo_ev=-10.6 lumo_ev=-1.6
C -0.444 -1.195 0.540 -0.513 -1.429 -0.051 -0.10
C -0.010 -0.026 0.164 -2.230 -0.606 -1.697 -0.25
C -0.252 -2.358 1.327 0.555 -0.980 4.329 0.03
C -1.468 -2.308 0.522 -1.808 0.702 -1.599 -0.12
Cl -0.516 -2.066 3.416 0.238 -0.308 -2.754 -0.18
Cl 0.898 -3.645 1.186 -0.060 0.573 -0.192 0.10
Cl -1.680 -3.358 -0.924 0.519 0.445 0.773 0.02
Cl -3.090 -1.992 1.201 0.947 -0.026 -0.027 0.05
H -0.554 0.423 -0.675 0.462 0.424 0.549 0.23
H 0.770 0.384 0.690 1.890 1.205 0.669 0.22

=====

| no. | M (g/mol) |
| --- | --- |
| 1 | 1250.25 |
| 2 | 191.87 |